(1)
A molecular structure, C39H44AsN5O4S2Ta in a non-equilibrium geometry, computed with ωB97M-V/def2-TZVPD.

Results
Total charge: +3
E_tot in eV: -140839.1611

Last column: Löwdin charge in e.
Geometry (Å):
Ta: -1.02173 -1.23654 0.25802  1.55
C: -3.52432 -2.77373 1.73654  -0.14
C: -4.04051 -1.42898 1.26890  -0.14
N: -3.30304 -1.05850 0.02487  -0.20
C: -3.80672 -1.78121 -1.17417  -0.12
C: -2.99065 -3.01396 -1.42725  -0.25
C: -3.46641 -4.10616 -2.12938  0.04
C: -2.61380 -5.17271 -2.37043  0.04
C: -1.31011 -5.12598 -1.89453  0.04
C: -0.89785 -4.01060 -1.19408  -0.25
C: 0.48881 -3.82288 -0.65563  -0.09
N: 0.42294 -3.00307 0.58485  -0.13
C: 0.11945 -3.80450 1.81364  -0.12
C: -1.38439 -3.98434 1.94773  -0.13
N: -2.04625 -2.65478 1.81996  -0.14
N: -1.72550 -2.97078 -0.95995  -0.06
H: -3.94808 -3.06318 2.69928  0.15
H: -3.76672 -3.56453 1.02496  0.13
H: -5.11641 -1.42764 1.09026  0.15
H: -3.83341 -0.65244 2.01216  0.13
H: -3.54962 -0.07692 -0.14168  0.04
H: -4.87012 -2.00470 -1.07501  0.15
H: -3.69032 -1.11392 -2.03218  0.13
H: -4.48699 -4.11637 -2.48498  0.14
H: -2.96358 -6.03718 -2.91871  0.14
H: -0.62458 -5.94480 -2.06143  0.14
H: 0.99575 -4.77184 -0.47489  0.15
H: 1.07903 -3.26136 -1.38680  0.15
H: 1.35773 -2.61677 0.69270  0.13
H: 0.64055 -4.76234 1.78156  0.15
H: 0.50398 -3.24641 2.66670  0.13
H: -1.78704 -4.62576 1.16343  0.12
H: -1.63542 -4.44869 2.90323  0.15
H: -1.83391 -2.13649 2.67330  0.13
S: -0.82672 -0.51337 -1.95711  0.78
C: -0.25308 1.17543 -2.00333  -0.60
C: 0.37861 1.59453 -3.16670  -0.09
C: 0.67923 2.93882 -3.32957  -0.03
C: 0.33672 3.85926 -2.35226  -0.02
C: -0.29341 3.43920 -1.18903  -0.07
C: -0.57512 2.09143 -1.00181  -0.39
As: -1.51227 1.42227 0.53274  1.34
C: -3.32754 2.04584 0.27216  -0.37
C: -3.85125 1.98966 -1.02641  -0.12
C: -5.14779 2.41955 -1.26744  -0.04
C: -5.91879 2.91401 -0.22222  -0.03
C: -5.39598 2.98398 1.05991  -0.04
C: -4.10227 2.54862 1.31567  -0.08
C: -0.85166 2.22087 2.15088  -0.36
C: 0.15309 3.18187 2.12819  -0.09
C: 0.54246 3.79339 3.31501  -0.04
C: -0.06151 3.44619 4.51228  -0.03
C: -1.04987 2.46680 4.53942  -0.05
C: -1.44350 1.85300 3.36296  -0.13
H: 0.61683 0.88462 -3.94733  0.12
H: 1.16469 3.27037 -4.23663  0.13
H: 0.54667 4.90952 -2.49790  0.13
H: -0.58097 4.17476 -0.44900  0.12
H: -3.23554 1.65696 -1.85733  0.11
H: -5.54569 2.39589 -2.27269  0.12
H: -6.92426 3.26250 -0.41368  0.13
H: -5.99051 3.39491 1.86406  0.12
H: -3.70212 2.63678 2.31777  0.10
H: 0.66701 3.44629 1.21521  0.09
H: 1.32246 4.54268 3.29241  0.13
H: 0.23685 3.93319 5.43025  0.12
H: -1.51275 2.19050 5.47704  0.12
H: -2.21350 1.08767 3.40011  0.10
C: 7.60411 0.06947 -4.37420  -0.03
C: 6.69290 0.47330 -3.26059  -0.25
C: 5.38203 0.87554 -3.51265  -0.02
C: 4.55359 1.29842 -2.48574  -0.05
C: 5.04172 1.32031 -1.19059  -0.30
C: 6.34972 0.94089 -0.91105  -0.05
C: 7.15861 0.50490 -1.94167  -0.01
S: 4.04907 1.97374 0.09438  0.66
O: 2.77458 2.40593 -0.42139  -0.30
O: 4.82887 2.86320 0.89572  -0.25
N: 3.67885 0.59602 1.00581  -0.12
C: 2.94081 0.95281 2.21551  -0.21
C: 2.02831 -0.18758 2.67836  -0.04
C: 0.86076 -0.43617 1.79042  -0.59
O: -0.26104 -0.85247 2.23802  -0.15
O: 0.87263 -0.36293 0.51980  -0.15
H: 7.04439 -0.21791 -5.26234  0.08
H: 8.24244 -0.76265 -4.08022  0.09
H: 8.25501 0.90296 -4.64449  0.10
H: 5.01554 0.87934 -4.53145  0.12
H: 3.54614 1.63536 -2.68180  0.10
H: 6.75150 1.02331 0.09066  0.12
H: 8.17890 0.21374 -1.72948  0.13
H: 4.54530 0.12734 1.26116  0.11
H: 2.32208 1.82259 2.00701  0.09
H: 3.61168 1.22395 3.03423  0.14
H: 1.63361 0.00167 3.67819  0.14
H: 2.59866 -1.12296 2.74180  0.15

Cartesian forces (eV/Å) of the 3 atoms listed first:
-0.5 -0.8 0.4
0.0 0.1 -0.1
0.2 -0.1 0.1


(2)
C3H4N2 in the gas phase, computed with ωB97M-V/def2-TZVPD.

Results
Total charge: 0
E_tot in eV: -6155.2822

Last column: natural (NBO) charge in e.
Geometry (Å):
C: 0.67751 0.78040 0.01925  -0.35
C: 1.07275 -0.57725 0.00314  -0.06
N: 0.03955 -1.40827 0.04422  -0.26
N: -1.01831 -0.59507 0.07251  -0.33
C: -0.70998 0.71575 0.01067  -0.06
H: 1.33654 1.64122 0.01485  0.23
H: 2.06613 -0.99917 -0.07006  0.21
H: -1.95665 -0.94261 0.16762  0.40
H: -1.50753 1.38500 -0.26220  0.22

Cartesian forces (eV/Å) of the 3 atoms listed first:
-0.3 -0.2 -0.3
0.1 -0.1 0.1
0.1 0.2 0.3


(3)
2 unconnected molecules or ions with the total composition C3H10N2O in a non-equilibrium geometry, computed with ωB97M-V/def2-TZVPD.

Results
Total charge: -1
E_tot in eV: -8296.8295
2S+1: 2
⟨S²⟩: 0.75

Last column: natural (NBO) charge in e.
Geometry (Å):
C: 1.18217 -1.27263 0.70554  -0.44
C: 1.71253 -0.51038 -1.57937  -0.47
N: 1.56048 -0.31283 -0.32527  -0.65
H: 1.78284 -2.14436 0.50764  0.14
H: 0.09722 -1.50008 0.66627  0.15
H: 1.42863 -0.83403 1.62816  0.17
H: 1.73243 -1.62886 -1.72433  0.07
H: 2.24009 0.21802 -2.09135  0.15
H: 0.64957 1.00527 0.17514  0.49
N: -2.25905 0.30974 0.81250  -0.87
C: -1.41773 1.06578 -0.14272  0.07
O: -0.03481 1.59342 0.07661  -0.76
H: -1.97570 0.59567 1.73435  0.35
H: -3.22876 0.65580 0.81575  0.34
H: -1.48302 0.70876 -1.13739  0.15
H: -1.98688 2.05071 -0.12153  0.11

Cartesian forces (eV/Å) of the 3 atoms listed first:
-0.2 0.8 -3.4
-1.3 -4.2 -0.8
-0.1 2.4 5.5


(4)
12 unconnected molecules or ions with the total composition H24O12 in a non-equilibrium geometry, computed with ωB97M-V/def2-TZVPD.

Results
Total charge: 0
E_tot in eV: -24959.6329

Last column: natural (NBO) charge in e.
Geometry (Å):
O: -0.61528 -2.07811 -2.14917  -0.94
H: -0.45528 -3.02611 -2.28617  0.47
H: -1.07828 -2.02111 -1.28817  0.50
O: -1.76428 0.34389 2.18283  -0.97
H: -0.89428 0.02989 2.43983  0.50
H: -2.30928 0.41989 2.97783  0.50
O: 1.93572 -1.71611 -1.77917  -1.01
H: 2.31672 -2.30211 -1.08717  0.48
H: 1.00072 -1.89511 -1.86317  0.49
O: 0.12872 0.10089 -0.12917  -1.00
H: -0.75328 0.40489 -0.08117  0.49
H: 0.06672 -0.83411 0.23883  0.49
O: -1.50928 3.25189 2.05083  -0.97
H: -1.38128 2.33989 1.81383  0.49
H: -1.75128 3.85489 1.30483  0.47
O: 1.42372 0.99689 -2.64817  -0.97
H: 1.50272 0.09189 -2.35417  0.50
H: 2.19272 1.24289 -3.13417  0.47
O: 2.72572 0.29289 0.21183  -1.00
H: 3.00272 -0.01911 -0.67417  0.48
H: 1.74372 0.33889 0.16483  0.50
O: -2.39328 -1.07411 -0.17917  -0.97
H: -2.22328 -0.53411 0.58083  0.50
H: -3.14928 -0.72911 -0.51817  0.47
O: 2.60972 -1.56011 2.58883  -0.96
H: 1.90072 -1.02411 2.27683  0.46
H: 3.39172 -1.03511 2.32783  0.50
O: 0.20672 -2.29811 0.99083  -0.96
H: -0.48128 -2.91011 0.73783  0.48
H: 0.54772 -2.67711 1.81983  0.51
O: -2.00328 1.89489 -0.41817  -0.96
H: -2.05328 1.99189 -1.34617  0.49
H: -2.75328 2.37789 -0.04317  0.49
O: 0.50572 2.86089 -0.89417  -0.97
H: -0.41028 2.87889 -0.67217  0.46
H: 0.77672 2.01989 -1.16317  0.49

Cartesian forces (eV/Å) of the 3 atoms listed first:
-0.4 -0.9 0.4
-0.3 0.3 -0.2
-0.1 0.4 -0.6